ORCA calculation (ωB97M-V with the def2-TZVPD basis set) on the molecule C21H31NO4.

Each line ends with the natural charge from an NBO analysis.
Element x y z (Å)
C -1.855 4.098 0.174  -0.634
C -0.804 3.094 -0.279  -0.074
O -1.394 1.834 -0.600  -0.522
C -1.621 0.992 0.411  0.826
O -1.346 1.241 1.557  -0.619
C -2.343 -0.273 -0.052  -0.143
C -3.828 0.151 -0.052  -0.411
C -4.833 -0.976 -0.323  -0.060
O -6.123 -0.494 -0.622  -0.535
C -6.820 0.045 0.473  -0.250
C -2.061 -1.405 0.941  -0.398
C -0.585 -1.798 0.896  -0.229
N -0.229 -2.218 -0.446  -0.443
C 1.083 -2.851 -0.529  -0.244
C 2.223 -1.955 -0.136  -0.181
C 2.989 -1.329 -1.028  -0.199
C 4.071 -0.383 -0.801  -0.149
C 4.597 0.267 -1.918  -0.161
C 5.618 1.192 -1.823  -0.246
C 6.150 1.483 -0.581  -0.193
C 5.659 0.851 0.548  -0.314
C 4.628 -0.077 0.461  0.392
O 4.123 -0.726 1.547  -0.514
C 4.692 -0.493 2.812  -0.251
C -0.391 -1.123 -1.381  -0.226
C -1.860 -0.710 -1.436  -0.398
H -2.624 4.207 -0.587  0.210
H -1.387 5.063 0.347  0.216
H -2.316 3.759 1.098  0.222
H -0.058 2.946 0.509  0.200
H -0.315 3.422 -1.198  0.190
H -3.970 0.915 -0.821  0.219
H -4.053 0.599 0.920  0.210
H -4.541 -1.541 -1.210  0.189
H -4.882 -1.659 0.537  0.162
H -6.387 0.993 0.812  0.164
H -6.839 -0.658 1.315  0.163
H -7.837 0.223 0.129  0.194
H -2.317 -1.084 1.951  0.227
H -2.661 -2.274 0.675  0.209
H -0.412 -2.636 1.575  0.202
H 0.023 -0.945 1.238  0.178
H 1.057 -3.728 0.126  0.200
H 1.209 -3.193 -1.560  0.194
H 2.354 -1.792 0.921  0.218
H 2.799 -1.520 -2.079  0.193
H 4.180 0.037 -2.888  0.207
H 5.997 1.677 -2.709  0.213
H 6.951 2.201 -0.482  0.213
H 6.093 1.093 1.505  0.215
H 4.569 0.548 3.127  0.178
H 5.753 -0.759 2.833  0.178
H 4.147 -1.140 3.500  0.201
H -0.073 -1.466 -2.370  0.202
H 0.232 -0.252 -1.108  0.172
H -2.443 -1.571 -1.763  0.210
H -1.989 0.098 -2.156  0.224

Properties
- Energy above the lowest of the compared OMol25 structures with the same formula, charge and spin: 1.9579 eV
- SMILES: CCOC(=O)C1(CCOC)CCN(C/C=C/c2ccccc2OC)CC1
- HOMO: -8.09 eV
- Total charge: 0